This record from the OMol25 dataset describes 4 unconnected molecules or ions with the total composition C29H37IN3OPS in a non-equilibrium geometry. The level of theory is ωB97M-V with the def2-TZVPD basis set.

Calculated values
lowest unoccupied orbital energy	-0.700	eV
SMILES string	CCCCN[C@@](I)(C#N)[C@@](C#N)(OCCC)[PH2]=S.c1ccccc1.c1ccccc1.c1ccccc1

Last column: Löwdin charge in e.
Atoms and positions in Å:
C  6.7710  -1.9835  -0.2560  -0.1459
C  6.7003  -1.6460  -1.8253  -0.2576
C  6.3895  -0.1073  -2.1830  -0.1857
C  5.3179  0.5975  -1.1663  -0.2363
N  3.9675  -0.0321  -1.2186  -0.0633
C  3.0570  0.4401  -0.1509  -0.7417
I  3.0327  -1.1480  1.3937  0.9261
C  3.4731  1.8214  0.5387  -0.2391
N  3.8825  2.8877  0.9444  0.1835
C  1.5146  0.6501  -0.6726  -0.5954
C  1.6174  1.8850  -1.7363  -0.1346
N  1.5897  2.6260  -2.6995  0.1729
O  1.1372  -0.5914  -1.2838  -0.1912
C  -0.1777  -0.5361  -1.9106  -0.2030
C  -1.1978  -1.6965  -1.4552  -0.2396
C  -0.5067  -2.9741  -0.7607  -0.1240
P  0.3400  1.2267  0.7336  0.4205
S  -0.5989  -0.2139  1.6403  0.1612
H  7.7147  -1.5519  0.2667  0.0880
H  6.8415  -3.1312  -0.1434  0.0777
H  5.8249  -1.6703  0.3240  -0.0023
H  5.9963  -2.3555  -2.4166  0.1109
H  7.7599  -1.8692  -2.2517  0.1064
H  5.8737  -0.1059  -3.2265  0.1102
H  7.3191  0.5577  -2.3013  0.1145
H  5.8204  0.5866  -0.1386  0.1209
H  5.2730  1.7056  -1.5228  0.1257
H  3.5486  0.0207  -2.1590  0.1282
H  -0.7254  0.4642  -1.8077  0.1177
H  0.0012  -0.6870  -3.0496  0.1424
H  -1.8397  -1.9634  -2.3729  0.1168
H  -1.9193  -1.2463  -0.6774  0.0554
H  -1.3744  -3.6920  -0.4714  0.0837
H  0.0698  -2.6378  0.1694  0.0297
H  0.1273  -3.5424  -1.5285  0.0809
H  0.9773  2.0633  1.7063  0.0047
H  -0.6637  2.0616  0.0923  0.0108
C  -4.7264  -0.3546  0.8227  -0.0912
C  -5.1400  -1.6184  0.4115  -0.1071
C  -6.4959  -1.8939  0.2632  -0.1152
C  -7.4398  -0.9060  0.5303  -0.1087
C  -7.0268  0.3551  0.9503  -0.0937
C  -5.6704  0.6317  1.0951  -0.0896
H  -3.6682  -0.1384  0.9318  0.0632
H  -4.4041  -2.3897  0.2055  0.0992
H  -6.8178  -2.8784  -0.0605  0.1082
H  -8.4971  -1.1196  0.4123  0.1035
H  -7.7629  1.1237  1.1643  0.1007
H  -5.3484  1.6156  1.4204  0.1007
C  3.8353  5.2422  -1.4214  -0.1081
C  3.1912  5.8325  -2.5049  -0.1005
C  3.4769  7.1499  -2.8519  -0.1002
C  4.4042  7.8788  -2.1124  -0.1027
C  5.0414  7.2912  -1.0233  -0.1009
C  4.7585  5.9727  -0.6786  -0.0987
H  3.6174  4.2138  -1.1553  0.0454
H  2.4663  5.2649  -3.0798  0.0794
H  2.9770  7.6089  -3.6988  0.0981
H  4.6290  8.9048  -2.3842  0.0976
H  5.7602  7.8612  -0.4429  0.0981
H  5.2569  5.5137  0.1692  0.0918
C  -6.2245  -5.7724  4.5414  -0.1006
C  -7.5649  -5.3987  4.5271  -0.1008
C  -7.9582  -4.2402  3.8635  -0.0927
C  -7.0097  -3.4523  3.2171  -0.0889
C  -5.6679  -3.8211  3.2393  -0.0885
C  -5.2751  -4.9816  3.8998  -0.0950
H  -5.9190  -6.6791  5.0532  0.0985
H  -8.3043  -6.0115  5.0331  0.0987
H  -9.0041  -3.9509  3.8497  0.0995
H  -7.3162  -2.5511  2.6979  0.0821
H  -4.9275  -3.2038  2.7405  0.0898
H  -4.2290  -5.2702  3.9150  0.0993



This record from the OMol25 dataset describes 2 unconnected molecules or ions with the total composition C4H6N2OS in a non-equilibrium geometry. The level of theory is ωB97M-V with the def2-TZVPD basis set.

Calculated values
relative energy (zero: lowest compared OMol25 entry of this formula, charge and spin)	223.5	kJ/mol
<S²>	2.006
2S+1	3
lowest unoccupied orbital energy (spin up / spin down)	0.671 / -1.379	eV

Last column: Mulliken spin population.
Atoms and positions in Å:
C  -1.2998  -1.6238  -0.7461  -0.0204
C  1.4095  -1.1234  0.5420  0.0652
C  -2.5134  -1.5288  -0.0350  0.0163
C  2.0736  0.2830  -1.3523  -0.0175
N  -0.2627  -1.6212  -1.2075  0.0143
N  1.4257  -0.1368  -0.1600  0.2020
O  1.5929  -2.0978  1.1651  -0.0015
S  0.5440  0.7552  1.1793  1.7227
H  -2.2918  -1.5955  1.1423  -0.0031
H  -3.0837  -2.3846  -0.1519  -0.0011
H  -3.0357  -0.6190  -0.3207  0.0015
H  1.3939  0.4845  -2.1317  0.0039
H  2.6740  1.1119  -1.1311  0.0020
H  2.5252  -0.5609  -1.7352  0.0155



This record from the OMol25 dataset describes 2 unconnected molecules or ions with the total composition C4H10OS in a non-equilibrium geometry. The level of theory is ωB97M-V with the def2-TZVPD basis set.

Calculated values
relative energy (zero: lowest compared OMol25 entry of this formula, charge and spin)	121.1	kJ/mol
lowest unoccupied orbital energy	0.769	eV
SMILES string	C=CO.CCS

Last column: Löwdin charge in e.
Atoms and positions in Å:
C  -1.2633  -2.1902  -0.0669  0.0096
C  -2.3635  -1.7573  0.5315  -0.2890
O  -2.6801  -0.4273  0.5491  -0.0176
H  -0.9161  -3.1841  0.1752  0.0537
H  -0.7303  -1.4565  -0.6623  0.0525
H  -3.0679  -2.3857  1.0633  0.1054
H  -3.6295  -0.3017  0.6288  0.0929
C  1.2301  2.3294  -0.0820  -0.1855
C  1.5884  0.8567  0.0372  -0.5620
S  2.4007  0.3612  -1.5679  0.6439
H  1.4499  2.8912  0.8257  0.0694
H  1.8803  2.8098  -0.8049  0.0433
H  0.1997  2.4831  -0.3693  0.0688
H  0.7518  0.1813  0.1474  0.0291
H  2.3531  0.6429  0.7693  0.0541
H  2.7969  -0.8529  -1.1742  -0.1685



Question: Number 1 is which compound?
Answer: C29H37IN3OPS



Question: Which formula does entry 3 have?
Answer: C4H10OS